(1)
{
  "formula": "C28H50BBrClINO5S",
  "method": "ωB97M-V with the def2-TZVPD basis set",
  "multiplicity": 1,
  "charge": 1,
  "largest_force_ev_per_a": 1.6,
  "e_homo_ev": -11.279,
  "orbital_gap_ev": 6.399,
  "symbols": ["C", "C", "C", "C", "C", "N", "Br", "C", "C", "C", "C", "C", "O", "C", "C", "C", "I", "C", "C", "S", "C", "C", "B", "O", "C", "C", "C", "C", "C", "C", "C", "O", "O", "C", "C", "C", "C", "O", "Cl", "H", "H", "H", "H", "H", "H", "H", "H", "H", "H", "H", "H", "H", "H", "H", "H", "H", "H", "H", "H", "H", "H", "H", "H", "H", "H", "H", "H", "H", "H", "H", "H", "H", "H", "H", "H", "H", "H", "H", "H", "H", "H", "H", "H", "H", "H", "H", "H", "H", "H"],
  "positions_angstrom": [[2.91152, -4.09714, -3.98536], [3.46893, -2.69066, -3.78592], [2.39333, -1.71312, -3.26043], [2.98872, -0.85019, -2.14306], [2.10943, 0.17789, -1.43430], [3.01026, 1.24449, -0.79026], [4.89719, 0.78125, -0.60100], [2.60093, 1.96175, 0.47543], [2.50282, 3.46330, 0.15554], [1.55522, 1.21639, 1.35325], [2.34243, -0.00738, 1.84151], [3.44007, 0.19629, 2.86711], [3.98521, -0.75069, 3.36518], [1.29537, 2.21133, 2.50625], [0.73325, 1.94912, 3.92593], [1.45819, 2.89053, 4.90043], [0.74136, 0.02128, 4.85759], [0.32209, 0.75311, 0.43721], [-0.17395, 2.07186, -0.24860], [-1.73670, 2.65883, -0.99655], [-3.28669, 1.72848, -0.91884], [-4.42106, 2.67682, -0.49784], [-0.81065, 0.25914, 1.48474], [-0.83910, -1.02932, 1.96181], [-1.84264, 1.28867, 2.11419], [-2.53804, 0.87141, 3.42321], [0.81156, -0.30331, -0.66206], [-0.21626, -0.29654, -1.82597], [-1.59535, -0.90009, -1.56328], [-1.77567, -2.35525, -2.02986], [-3.20813, -2.75328, -2.28879], [-3.50162, -3.77948, -2.83413], [-4.12959, -1.86553, -1.83700], [-5.15083, -2.46382, -1.00308], [-5.73829, -1.38243, -0.12642], [0.78500, -1.82328, -0.26754], [1.69946, -2.65382, 0.62807], [1.45030, -2.96265, 1.73772], [3.12064, -3.47050, -0.11524], [2.36218, -4.39560, -3.09446], [2.25110, -4.15856, -4.84513], [3.70936, -4.82350, -4.10536], [4.28505, -2.77210, -3.07091], [3.87405, -2.32855, -4.72635], [1.52206, -2.30452, -3.00501], [2.11536, -1.07720, -4.09981], [3.69699, -0.24724, -2.71546], [3.59190, -1.45618, -1.48935], [1.71278, 0.72324, -2.28820], [3.11708, 1.98837, -1.47418], [3.47427, 1.97920, 1.11827], [3.43819, 3.73132, -0.34409], [1.70938, 3.74453, -0.52401], [2.49706, 4.04695, 1.06415], [2.85481, -0.48629, 1.00764], [1.69234, -0.76141, 2.26072], [3.77386, 1.21096, 3.14479], [2.26649, 2.66859, 2.69412], [0.73313, 3.07148, 2.14711], [-0.30394, 2.25346, 3.95258], [0.86703, 3.00390, 5.80205], [1.65274, 3.85201, 4.43257], [2.39826, 2.44044, 5.20961], [0.52936, 2.24443, -1.06306], [0.04761, 2.86652, 0.44929], [-3.52743, 1.31758, -1.89223], [-3.27198, 0.87267, -0.26190], [-4.94491, 3.02162, -1.38500], [-4.04268, 3.56443, -0.00401], [-5.14577, 2.15612, 0.11832], [-1.72934, -1.39651, 1.92082], [-1.32775, 2.23829, 2.25358], [-2.62045, 1.53356, 1.40601], [-2.24224, -0.09259, 3.82200], [-2.36459, 1.60918, 4.20214], [-3.61776, 0.85491, 3.29561], [0.18830, -0.90114, -2.63252], [-0.30722, 0.68519, -2.27992], [-1.94255, -0.83702, -0.53556], [-2.30243, -0.33821, -2.15718], [-1.21424, -2.53938, -2.94271], [-1.41766, -3.07704, -1.29722], [-4.71521, -3.26723, -0.41257], [-5.91207, -2.91874, -1.62910], [-5.15938, -1.24438, 0.78177], [-6.76659, -1.62367, 0.12031], [-5.76153, -0.45696, -0.69451], [0.79631, -2.37993, -1.20082], [-0.17805, -2.06848, 0.14760]],
  "forces_ev_per_angstrom": [[0.08, 0.07, 0.17], [-0.26, -0.33, 0.11], [0.39, -0.26, -0.36], [0.10, 0.24, -0.77], [-0.58, -0.49, -0.52], [0.71, -0.26, 0.38], [-0.16, 0.05, 0.13], [-0.02, 1.17, 1.04], [0.35, -0.31, -0.75], [0.15, -0.33, -1.01], [-0.23, 0.01, 0.19], [0.27, -0.45, 0.20], [0.05, 0.16, -0.16], [0.31, 0.11, 0.29], [0.02, 0.64, 0.19], [0.03, -0.60, -0.03], [-0.04, -0.08, -0.01], [-0.21, -0.12, 0.59], [0.79, -0.55, 0.13], [0.00, 0.48, -0.52], [-0.57, -0.30, 0.29], [0.10, 0.03, -0.52], [-0.34, 0.16, 0.45], [0.09, -0.16, -1.28], [0.16, -0.25, 0.14], [-0.29, 0.24, -0.02], [-0.02, 0.32, 0.28], [-0.16, -0.55, -0.21], [-0.30, -0.39, -0.43], [0.10, 0.44, 0.07], [-0.20, -0.29, -0.56], [0.01, 0.03, 0.30], [0.46, -0.08, 0.78], [-0.50, -0.10, -0.24], [0.04, -0.02, -0.35], [0.65, -0.52, -0.47], [-0.13, -0.04, 0.42], [-0.06, 0.07, 0.19], [-0.05, 0.20, -0.23], [-0.15, -0.09, 0.06], [-0.13, -0.02, -0.08], [0.11, -0.06, -0.20], [0.17, 0.17, 0.06], [0.21, 0.12, -0.04], [-0.09, 0.02, 0.28], [-0.34, 0.20, 0.06], [0.24, 0.07, 0.11], [-0.15, -0.19, 0.45], [-0.12, 0.45, 0.12], [-0.16, -0.07, -0.22], [0.25, -0.40, -0.11], [0.14, 0.09, 0.03], [-0.20, 0.17, 0.16], [-0.27, 0.13, 0.11], [0.02, -0.12, -0.17], [-0.17, -0.12, 0.10], [-0.09, 0.21, -0.03], [0.23, -0.16, 0.07], [-0.26, -0.04, -0.08], [-0.18, -0.33, -0.12], [-0.08, 0.21, 0.10], [-0.10, 0.23, 0.06], [0.25, 0.14, -0.06], [-0.17, 0.04, -0.28], [-0.28, 0.09, 0.12], [0.23, 0.03, -0.26], [0.31, -0.12, 0.22], [-0.10, 0.09, -0.06], [-0.02, -0.01, 0.33], [-0.07, 0.02, 0.22], [-0.07, 0.00, 0.83], [-0.03, 0.16, -0.12], [-0.07, 0.12, -0.32], [0.17, -0.11, -0.05], [0.08, 0.01, 0.17], [-0.13, -0.09, -0.05], [0.26, 0.01, -0.07], [-0.16, 0.28, 0.33], [0.08, 0.26, 0.17], [-0.12, 0.26, 0.04], [0.03, -0.10, -0.15], [0.06, -0.12, 0.04], [0.16, -0.06, 0.01], [-0.04, 0.02, -0.20], [0.02, 0.13, 0.13], [-0.07, -0.09, 0.24], [0.00, 0.20, 0.01], [0.25, 0.08, -0.18], [-0.19, 0.37, 0.29]]
}

=====

(2)
{
  "formula": "C27H49F3O6S",
  "method": "ωB97M-V with the def2-TZVPD basis set",
  "multiplicity": 1,
  "charge": 0,
  "largest_force_ev_per_a": 1.2,
  "e_homo_ev": -10.251,
  "orbital_gap_ev": 10.497,
  "symbols": ["C", "C", "C", "C", "C", "C", "C", "C", "C", "C", "C", "C", "C", "C", "C", "O", "S", "O", "O", "C", "C", "C", "C", "C", "O", "O", "C", "C", "C", "C", "C", "C", "O", "C", "F", "F", "F", "H", "H", "H", "H", "H", "H", "H", "H", "H", "H", "H", "H", "H", "H", "H", "H", "H", "H", "H", "H", "H", "H", "H", "H", "H", "H", "H", "H", "H", "H", "H", "H", "H", "H", "H", "H", "H", "H", "H", "H", "H", "H", "H", "H", "H", "H", "H", "H", "H"],
  "positions_angstrom": [[-4.06603, -2.96318, 1.43235], [-3.48928, -3.87891, 0.33145], [-2.85654, -3.05574, -0.81608], [-3.73807, -2.96809, -2.06210], [-2.97989, -2.66600, -3.35278], [-1.97538, -3.75381, -3.78895], [-0.62877, -3.14994, -4.20817], [0.27932, -2.80647, -3.00972], [1.73648, -3.14234, -3.33761], [2.75337, -2.63738, -2.29664], [2.23265, -2.59054, -0.85824], [3.32513, -2.47689, 0.21180], [4.44880, -1.48000, -0.07499], [4.23491, -0.02738, 0.44605], [2.82819, 0.32619, 0.91700], [2.55575, -0.14803, 2.25526], [3.50117, 0.48317, 3.45250], [2.93799, -0.16083, 4.60942], [2.95633, 2.02575, 3.50952], [1.55516, 2.21388, 3.17725], [1.06652, 3.43211, 3.97737], [0.13720, 4.39904, 3.25774], [-1.22442, 3.78157, 2.86955], [-2.34376, 4.52904, 3.55663], [-2.43462, 4.55912, 4.76218], [-3.19610, 5.26108, 2.79251], [-3.75207, 4.61914, 1.64134], [-4.34222, 3.25123, 1.94094], [1.34258, 2.25115, 1.66477], [2.54471, 1.82508, 0.80135], [2.27069, 2.27111, -0.64895], [1.07909, 1.59680, -1.32997], [1.47275, 0.53759, -2.19500], [0.30535, 2.59444, -2.17682], [-0.32898, 3.50681, -1.37586], [1.11242, 3.27528, -3.03190], [-0.65253, 1.96446, -2.91668], [-3.29654, -2.77098, 2.17364], [-4.93472, -3.40048, 1.91376], [-4.35413, -2.01556, 0.98597], [-2.72646, -4.51479, 0.76771], [-4.28310, -4.48221, -0.09681], [-2.59596, -2.05853, -0.46633], [-1.91478, -3.53062, -1.08568], [-4.46241, -2.16812, -1.89575], [-4.31442, -3.88626, -2.16669], [-2.44407, -1.72413, -3.23927], [-3.72690, -2.52942, -4.13146], [-1.83768, -4.51046, -3.01996], [-2.39453, -4.26274, -4.65661], [-0.10197, -3.84063, -4.86515], [-0.85378, -2.25633, -4.78689], [-0.03487, -3.38885, -2.15191], [0.19815, -1.74028, -2.81080], [1.97553, -2.68766, -4.29492], [1.82920, -4.22588, -3.39652], [3.03734, -1.62410, -2.59323], [3.68001, -3.20902, -2.32816], [1.47548, -1.81264, -0.78237], [1.70279, -3.52687, -0.67617], [3.77330, -3.46457, 0.30934], [2.85514, -2.27190, 1.17042], [5.34446, -1.85678, 0.41402], [4.69647, -1.43830, -1.13034], [4.96778, 0.18733, 1.21564], [4.47061, 0.65866, -0.36789], [2.09833, -0.17803, 0.28897], [1.04995, 1.33392, 3.56658], [0.54468, 3.06042, 4.85787], [1.93080, 3.96785, 4.36189], [0.63637, 4.78339, 2.37147], [0.00341, 5.26266, 3.90312], [-1.34841, 3.89018, 1.79575], [-1.25458, 2.73760, 3.15899], [-4.54837, 5.26682, 1.29353], [-3.01461, 4.54813, 0.84235], [-4.99698, 2.97243, 1.12097], [-3.56767, 2.49138, 2.01090], [-4.89816, 3.28346, 2.87248], [1.03960, 3.21925, 1.28491], [0.53999, 1.54545, 1.45597], [3.43545, 2.37221, 1.10853], [2.06827, 3.33925, -0.59050], [3.15318, 2.18441, -1.27891], [0.36878, 1.18753, -0.61247], [2.36214, 0.28532, -1.94653]],
  "forces_ev_per_angstrom": [[0.23, -0.37, -0.49], [-0.03, 1.07, 0.00], [0.13, -0.74, 0.00], [0.09, 0.43, 0.26], [0.03, -0.36, 0.39], [-0.17, 0.42, -0.57], [-0.22, -0.35, 0.51], [0.16, 0.04, -0.98], [0.06, 0.18, 0.80], [-0.22, 0.57, 0.03], [0.07, -0.50, -0.24], [-0.14, -0.11, -0.41], [0.08, 0.37, 0.76], [-0.13, -0.39, -0.68], [0.27, 0.39, -0.12], [0.32, 0.43, 0.01], [-0.55, 0.17, 0.49], [0.15, -0.33, 0.15], [0.19, -0.27, -0.77], [-0.13, -0.09, 0.44], [-0.11, -0.02, 0.17], [0.31, 0.01, 0.10], [0.07, 0.76, -0.39], [0.00, -0.12, 1.21], [0.04, 0.16, -0.90], [-0.09, -0.26, 0.24], [-0.13, -0.25, -0.31], [0.32, 0.20, -0.08], [0.49, -0.45, -0.39], [-0.20, 0.16, -0.09], [-0.26, 0.18, 0.45], [0.35, -0.28, -0.38], [-0.23, 0.28, 0.08], [-0.54, 0.07, -0.59], [0.47, -0.55, -0.60], [-0.68, -0.38, 0.58], [0.76, 0.69, 0.60], [-0.02, 0.16, 0.21], [-0.05, -0.03, 0.19], [-0.19, 0.17, 0.07], [-0.07, -0.33, 0.04], [-0.03, -0.33, 0.06], [0.04, 0.18, 0.04], [0.12, -0.02, -0.09], [-0.22, -0.02, -0.07], [0.01, -0.19, -0.10], [-0.02, 0.19, 0.04], [0.05, 0.17, -0.22], [0.06, -0.08, 0.16], [-0.06, -0.19, 0.00], [0.03, -0.11, -0.09], [0.20, 0.12, -0.19], [-0.10, 0.10, 0.29], [-0.06, 0.08, 0.39], [0.13, -0.23, -0.27], [-0.02, -0.14, -0.31], [0.11, 0.09, -0.02], [0.04, -0.22, -0.11], [-0.04, 0.15, 0.07], [-0.12, -0.06, 0.15], [0.10, -0.11, -0.02], [0.06, 0.04, 0.16], [0.14, -0.04, -0.01], [-0.08, -0.13, -0.18], [-0.03, 0.15, 0.23], [0.07, 0.12, -0.05], [-0.17, -0.29, 0.18], [-0.12, -0.06, 0.00], [-0.01, -0.02, 0.13], [0.18, 0.09, -0.13], [-0.04, 0.10, -0.12], [-0.16, 0.03, 0.14], [0.00, -0.40, -0.13], [-0.16, -0.19, -0.01], [0.03, 0.31, 0.09], [0.10, 0.08, -0.09], [-0.17, -0.09, -0.02], [0.06, -0.12, 0.12], [-0.17, -0.06, 0.07], [-0.14, 0.19, 0.20], [-0.27, 0.08, -0.08], [0.04, 0.11, 0.18], [0.05, 0.14, -0.06], [0.05, -0.16, -0.17], [-0.15, 0.15, 0.17], [0.26, -0.16, -0.10]]
}